{"formula": "C20H80O30", "method": "ωB97M-V/def2-TZVPD", "symbols": ["H", "O", "H", "H", "H", "H", "C", "C", "H", "H", "O", "H", "O", "H", "O", "H", "C", "H", "C", "H", "H", "H", "O", "C", "H", "O", "O", "H", "H", "H", "C", "O", "H", "O", "H", "O", "O", "H", "H", "C", "H", "H", "H", "H", "C", "O", "H", "H", "O", "C", "H", "H", "C", "H", "H", "C", "O", "C", "H", "H", "H", "H", "O", "C", "H", "H", "O", "H", "O", "H", "O", "C", "H", "H", "H", "H", "H", "H", "O", "H", "H", "H", "H", "H", "H", "H", "H", "H", "H", "H", "O", "H", "H", "H", "H", "H", "H", "H", "O", "H", "O", "H", "H", "H", "H", "C", "H", "H", "O", "H", "O", "O", "H", "H", "C", "C", "C", "H", "C", "H", "O", "C", "O", "H", "H", "H", "O", "H", "O", "O"], "positions_angstrom": [[-8.35000, 24.87600, 20.19800], [-11.24300, 27.22100, 15.90300], [-10.59800, 16.73100, 16.44500], [-13.49700, 21.97200, 19.42600], [-8.24700, 23.24900, 20.42300], [-10.58500, 29.39500, 12.22400], [-7.71500, 18.77600, 18.60500], [-10.98700, 28.17300, 13.66800], [-6.14200, 22.66200, 19.80800], [-13.25000, 24.39300, 18.87300], [-12.07500, 24.24200, 14.24500], [-9.35100, 25.42800, 14.64300], [-10.72200, 23.79600, 20.30400], [-8.52900, 26.54300, 13.43700], [-12.21900, 21.23700, 14.69200], [-12.12300, 26.74800, 15.87800], [-7.46700, 24.65800, 13.98700], [-5.24200, 19.45300, 21.05200], [-9.81200, 22.97500, 16.88900], [-6.98500, 24.57300, 13.02100], [-7.75900, 28.93800, 16.88700], [-7.50000, 19.73200, 19.12000], [-6.84600, 25.27600, 15.14600], [-10.03200, 17.64900, 16.02800], [-10.32100, 25.22800, 19.33700], [-9.84000, 21.07700, 19.65900], [-5.81400, 24.41300, 19.30200], [-9.13900, 24.83900, 11.78600], [-12.49800, 28.70100, 15.10200], [-12.36600, 23.61700, 13.54200], [-6.90800, 19.34000, 14.78500], [-9.54300, 24.94700, 12.66400], [-6.78400, 17.81100, 20.24500], [-5.51200, 17.72800, 18.74500], [-9.63900, 27.45600, 15.92300], [-9.45300, 17.32800, 14.78000], [-3.48900, 19.26400, 19.95000], [-5.18300, 25.08100, 17.45900], [-9.67500, 23.20000, 13.55200], [-7.37200, 27.07600, 17.85600], [-5.90700, 25.34200, 19.46900], [-4.06300, 21.73800, 19.35500], [-7.24200, 21.46600, 14.84900], [-7.33500, 26.08500, 15.37600], [-3.57900, 24.35400, 18.67000], [-7.67100, 27.12600, 19.25900], [-12.21800, 25.61800, 18.56800], [-6.87700, 18.53000, 15.42900], [-9.85700, 22.29100, 13.56600], [-11.44400, 28.39100, 15.02500], [-10.15400, 19.77700, 15.44500], [-10.50000, 21.76600, 19.57100], [-8.28000, 28.00200, 17.10200], [-10.98000, 29.24000, 15.40400], [-11.50300, 24.82500, 13.74600], [-4.41300, 20.12000, 20.67800], [-10.31600, 26.00200, 18.77500], [-9.89700, 24.06800, 21.37200], [-10.39200, 25.74600, 17.84300], [-9.75800, 22.38500, 15.95700], [-5.28000, 20.50800, 18.89800], [-12.59800, 20.75800, 13.97900], [-8.64800, 27.52900, 15.93200], [-8.47400, 24.13300, 20.98400], [-13.30600, 25.00100, 15.48800], [-11.98800, 19.97800, 17.18300], [-5.80000, 21.97500, 20.38100], [-11.29800, 23.98100, 16.28700], [-2.71400, 23.78600, 17.69300], [-8.27000, 20.70600, 15.99200], [-11.22400, 19.39500, 17.27100], [-7.27100, 20.64700, 15.51100], [-4.98100, 18.32200, 19.23600], [-12.64800, 22.18400, 16.05000], [-8.50600, 24.10500, 18.16500], [-3.45800, 23.91400, 19.70400], [-10.51700, 22.53600, 17.59800], [-8.98100, 18.16400, 14.50500], [-10.37800, 24.18900, 16.58200], [-10.34300, 25.00300, 21.74100], [-11.48200, 27.22700, 13.36300], [-9.12900, 17.64400, 16.54400], [-7.86600, 19.86300, 21.72000], [-7.29700, 21.15700, 21.09000], [-11.71100, 21.84100, 14.17300], [-12.43600, 20.90000, 19.77600], [-7.72500, 19.90400, 13.21600], [-9.13900, 21.95600, 13.07200], [-2.65600, 19.66500, 19.73700], [-5.20700, 23.23700, 17.76700], [-11.29200, 29.30000, 12.85800], [-13.54400, 25.49300, 16.82300], [-12.79100, 22.22200, 17.56200], [-8.62600, 26.89100, 19.40500], [-9.14300, 28.35600, 17.66100], [-7.74500, 23.71300, 14.31700], [-6.79500, 21.39900, 17.19600], [-9.46500, 21.10400, 20.52700], [-6.35700, 20.75900, 16.58900], [-11.54900, 23.54200, 20.68200], [-13.62500, 25.76500, 15.90900], [-9.63800, 19.21600, 18.57700], [-3.92400, 20.63500, 21.53700], [-1.97600, 24.41900, 17.64700], [-7.53400, 18.82800, 17.52900], [-8.46500, 23.36300, 17.46000], [-8.49700, 21.92700, 18.77400], [-7.54200, 23.85400, 22.67700], [-7.86600, 22.29400, 18.09000], [-11.61500, 18.83500, 15.30400], [-9.10800, 18.48300, 18.92300], [-7.89300, 19.23200, 13.86900], [-3.42000, 25.39800, 18.93000], [-7.48000, 26.01300, 17.61900], [-6.84400, 17.65900, 19.16500], [-4.91400, 21.15700, 19.69300], [-8.78000, 25.48800, 13.73300], [-7.67500, 23.70500, 16.73300], [-10.76800, 19.00700, 15.97800], [-6.30100, 27.40200, 17.73400], [-12.90400, 22.75400, 16.77900], [-5.01800, 24.22500, 18.15500], [-7.62600, 24.53300, 21.99600], [-5.89700, 19.36000, 14.27700], [-10.11300, 23.25400, 22.04400], [-7.24900, 16.64000, 19.11700], [-13.12800, 25.26300, 18.45100], [-9.88200, 28.06100, 13.63100], [-12.63500, 21.62100, 19.21400], [-8.01300, 20.80200, 21.64300]], "forces_ev_per_a": [[-0.0854, 0.4020, 0.0546], [-0.8958, 1.1873, -1.2943], [0.3014, 1.7520, -0.8801], [-0.4987, -0.2269, 0.3452], [0.6350, -1.1075, 0.2763], [0.0976, 0.0916, -0.2329], [-1.3882, -0.5801, 0.5111], [1.0138, -1.0258, -1.7182], [-0.0895, 0.6558, -0.2324], [0.6483, 0.8086, -0.4183], [-0.4719, -1.1741, -1.0799], [-0.6197, 0.2122, 0.1574], [-0.3273, -0.7729, -2.9610], [0.0046, -0.9128, 0.8113], [-0.2927, 0.0606, 0.4472], [0.4892, -0.1130, 0.1864], [-1.8300, 3.1445, 1.0354], [0.8585, 0.6673, -0.3498], [0.3773, 0.0966, -0.2210], [1.2263, 0.3548, 0.1304], [0.5154, 0.3027, 0.4382], [0.4342, -0.2674, -0.5849], [0.5609, -0.3976, -1.3765], [-0.2738, -1.1401, 0.2081], [-0.2445, -0.7860, -0.2562], [-0.5125, -0.1243, -1.5026], [-1.0370, -0.5220, 0.0033], [0.3553, 0.4688, 0.8168], [0.0385, -0.4951, -0.5089], [0.0283, 0.6426, 0.8064], [1.8486, 3.0838, 0.3151], [-1.2319, -0.8337, -0.2650], [-0.5153, 0.0263, 0.4974], [-0.5984, -1.5387, -2.1084], [0.9600, -0.6614, -0.1090], [-0.6298, 0.8713, -1.7519], [-1.3134, -0.5224, 0.9492], [-0.1001, -1.1552, -0.1516], [-0.0393, 2.4907, -0.0531], [0.3526, -0.2831, 1.8582], [-0.3791, 0.7954, 0.3466], [0.2592, 0.0447, -0.3550], [0.3607, 1.2850, -1.2009], [-0.0929, -0.0590, -0.2264], [-0.5045, -0.8764, 0.6921], [-0.1769, 0.1746, 0.6882], [-0.4158, -0.5689, 0.3828], [-0.2805, -1.6621, 1.3206], [-1.3028, -1.5940, 0.6746], [-2.0084, -0.5752, 2.2333], [-0.1941, -0.4801, 0.7859], [-0.0625, 0.4273, 0.1641], [1.1759, 2.7037, 2.1666], [1.4218, 1.3213, 1.2094], [0.4696, 0.5069, -0.1105], [1.0801, -0.0583, 0.2338], [-0.1963, 1.5071, -0.1073], [-1.1495, 0.7512, 2.0175], [0.3351, -0.5685, 0.0367], [0.2679, -0.3153, 0.6044], [-0.6400, 0.7367, -0.6154], [-1.0332, -1.3035, -0.6028], [-2.1394, -1.9873, -4.1741], [-0.0607, 1.0637, -1.4537], [0.6011, -1.6387, -1.5362], [0.2269, -0.0696, -0.1585], [-1.0408, -0.4505, 0.4795], [0.6776, 0.4812, 0.2600], [0.7828, 1.2966, 0.5595], [0.0666, -0.8369, -0.7856], [0.1224, 0.2020, -0.1666], [1.1588, -1.6167, 2.6371], [0.7882, 0.8363, 0.7638], [-0.2025, -0.3783, -0.5010], [-0.8525, 2.3577, 1.5112], [-0.2621, -0.3819, -1.1321], [0.7142, -0.7918, 0.2874], [-0.6757, -1.4518, -0.1089], [-2.0369, 2.0049, -1.3543], [1.0445, 0.0830, 0.8625], [0.3330, 0.4016, -0.6401], [0.9117, 0.7361, 2.5292], [0.0661, -0.4819, -0.0411], [0.5149, 0.0535, 0.0209], [1.5210, 0.9697, -0.0832], [0.1854, -1.3817, 0.9310], [-0.2704, 0.1141, -0.5436], [1.0870, -1.0558, -0.8408], [0.3669, 0.6756, 0.0154], [-0.1176, -0.1469, -0.5246], [-0.6036, -0.1857, 0.2460], [-0.2648, 0.0549, 1.1895], [0.2548, -0.3005, 0.3460], [1.0760, 0.2605, -0.6918], [-0.1281, -0.4827, 0.7200], [-0.4781, -2.0129, 0.3905], [0.3898, -0.4639, 0.0290], [0.6582, -0.1115, 1.3971], [0.2367, 1.0456, -0.1793], [-0.9736, -0.1934, -0.0651], [-0.3976, 1.9563, 0.1338], [-0.0639, -0.1560, 0.1626], [-0.3019, -0.5873, -0.3568], [-0.1494, -0.7143, -0.3190], [-0.1247, 0.3141, 0.1025], [1.2719, -1.4149, -2.0928], [0.5661, -0.0265, -0.8552], [-0.0196, -0.0723, -0.1965], [0.2251, -2.0524, 1.8888], [-0.0751, 0.0875, 0.1284], [1.2939, -0.1707, -0.3040], [-1.8106, -1.0855, -2.7179], [0.4210, 0.4780, -0.6721], [0.0230, 0.2393, -0.9278], [0.2249, 0.6388, 2.0271], [0.7428, -1.2390, 0.5856], [2.1677, 0.2339, -1.4011], [-1.2557, -0.1347, 0.0618], [-0.2177, -1.0910, -0.6966], [-0.9146, -0.4945, 0.2136], [-0.2558, 0.8616, -0.1175], [1.1862, 1.5575, 0.9081], [0.5236, -0.1723, 0.8458], [-0.7845, 0.3377, 0.7489], [0.5871, -0.1585, 1.1649], [0.0139, 0.3119, -0.8814], [-0.1442, -0.0414, 0.5268], [-0.6663, -0.3575, 0.3065], [0.0553, 1.3382, -0.8284], [-0.4828, 0.5255, 0.2361]], "total_energy_ha": -3066.9588, "gap_ev": 8.7, "e_homo_ev": -9.0, "charge": 0, "lumo_ev": -0.4, "de_lowest_ev": 0.057}